[1]
25
Properties=species:S:1:pos:R:3 method="wB97M-V/def2-TZVPD" largest_force_ha_per_bohr=0.0490 multiplicity=2 gap_ev="2.75 / 9.21" total_charge=-1 homo_ha="0.0352 / -0.2077"
H 2.81661 -0.57631 -0.86985
H 1.00351 -0.51545 -0.66923
H -1.49435 -1.07554 -2.89092
H 2.91102 -1.29153 0.45860
H -1.84853 3.57724 -0.08870
H -1.93212 1.01826 -1.59515
H -0.22613 0.72585 -1.69147
O 0.77415 -0.52080 3.71282
C -1.35159 -1.61394 -1.95134
H -2.29140 -2.19122 -1.85167
H 0.79012 -1.28771 3.11656
C -1.08676 0.62936 -1.02190
H -1.71184 1.44507 0.91057
H 0.09022 -0.00156 3.25573
H -0.01366 1.39025 0.72208
O 3.46076 -0.85484 -0.21202
H -0.17589 3.55875 0.47895
C -1.01046 -0.85498 -0.63777
H 0.50297 -2.15632 -0.33200
H -0.71176 -2.46163 -2.20698
C -0.92970 1.56467 0.16790
N 0.36891 -1.15806 -0.22389
H -1.71986 -1.22335 0.09197
C -0.88924 3.06562 -0.18721
H -0.52667 3.31371 -1.18868

[2]
25
Properties=species:S:1:pos:R:3 method="wB97M-V/def2-TZVPD" largest_force_ha_per_bohr=0.0394 multiplicity=1 gap_ev=9.58 homo_ha=-0.3294 smiles=CC(C)N(C)C.O.O
H -1.31258 -2.37512 0.64550
H 0.49460 -0.00797 -2.79741
H 2.27877 0.79711 0.61863
H -0.80229 1.03527 -3.16046
H -1.54733 -0.68875 1.04668
C -0.90552 0.48953 -1.15427
N -0.71369 -0.99038 -0.90140
H 0.51321 1.30433 0.19347
C 0.66187 -1.32444 -0.54911
H 2.18718 0.77243 2.11687
C -1.56436 -1.40364 0.22102
H -1.01790 1.18027 0.99617
C -0.57065 1.40395 0.03510
H -1.99537 0.49093 -1.23947
H 0.99357 -1.00306 0.44940
H -0.64108 2.46090 -0.22021
H 0.92990 -0.87446 2.54576
H -0.00432 0.26420 3.06877
H 0.67967 -2.41731 -0.42957
H -2.57972 -1.48280 -0.17395
C -0.06667 0.82176 -2.38959
H 0.58993 1.68028 -2.27240
O 2.28603 1.39098 1.37935
O 0.71326 -0.33299 3.31143
H 1.39347 -1.19105 -1.34031

[3]
25
Properties=species:S:1:pos:R:3 method="wB97M-V/def2-TZVPD" largest_force_ha_per_bohr=0.0846 multiplicity=2 gap_ev="10.00 / 4.21" total_charge=+1 homo_ha="-0.4866 / -0.4866"
O -5.82714 3.43277 -2.50214
H -0.40082 2.90127 0.61685
H -5.00708 3.36829 -2.01440
H -0.82379 4.33047 1.13096
H 1.59891 -2.95703 -1.25753
H 0.52863 -0.34353 1.94261
H 0.19370 -1.96885 -1.35483
H 3.30626 -0.63903 0.25674
H 1.82013 -1.32421 -1.79471
H 3.46068 -2.34791 0.28201
H -1.18723 -1.93341 1.42723
H -5.80274 2.93195 -3.33674
H -1.55698 -0.25043 1.56095
H -1.58151 -1.17598 -0.05349
H 3.14474 -1.64162 1.79881
C 2.89044 -1.50517 0.76201
C -1.06632 -0.96899 0.90088
H 0.94845 -2.41133 1.06130
H 1.53768 1.17171 0.47749
H 0.65086 0.77901 -0.74865
C 1.42672 -1.63289 0.43307
N 0.61002 0.78637 0.27970
C 0.36964 -0.51405 0.83616
C 1.25623 -1.91715 -1.09077
O -0.48947 3.82973 0.38647

[4]
28
Properties=species:S:1:pos:R:3 method="wB97M-V/def2-TZVPD" largest_force_ha_per_bohr=0.0043 multiplicity=1 gap_ev=10.29 homo_ha=-0.3522 smiles="CCCOC[SiH2]O[Si@H](C)[PH2]=O"
H -1.54883 0.14295 3.50248
H 2.71624 0.53924 -4.15228
H 2.39178 -1.49063 -4.68319
H 0.07896 3.49092 3.99130
H 2.34753 -0.74626 1.02937
C -1.35911 0.67553 2.56243
H -2.21524 0.50898 1.89987
C 0.08768 2.46316 3.62455
C -1.17525 2.15636 2.82900
Si 0.40431 -0.58915 -2.61994
H 0.02988 -3.03723 -2.85182
H -0.92238 -1.69845 1.32976
O -0.18353 0.14640 1.96100
H -1.07881 -0.38474 0.16285
H -1.15948 2.69037 1.87459
H 1.33837 -2.74393 0.07852
O 1.41586 -0.62358 -1.32490
H -2.05882 2.50846 3.36944
P 1.63577 -0.30488 -4.50637
H -1.18129 -2.06867 -3.71707
H -0.47162 0.60060 -2.58750
C -0.59360 -2.14337 -2.79781
H -1.29021 -2.26518 -1.96300
Si 1.25654 -1.26739 0.19471
H 0.17657 1.80814 4.49545
H 0.98629 2.32806 3.02226
C -0.41869 -0.80193 0.93989
O 0.79109 0.10622 -5.66359

[5]
27
Properties=species:S:1:pos:R:3 method="wB97M-V/def2-TZVPD" largest_force_ha_per_bohr=0.0613 multiplicity=1 gap_ev=9.69 total_charge=+2 homo_ha=-0.6251
C 0.21897 0.14021 0.09377
C 1.97649 0.01114 -1.69626
H 0.99855 0.52850 3.34132
C 1.14135 0.58423 2.23345
H -2.25586 0.18340 1.16907
H -0.07905 -1.14963 1.65121
H 1.31156 1.72287 1.98291
H -1.48883 1.61733 1.98448
H 2.97442 -0.30655 -1.40931
H -1.89935 1.69844 -1.28585
H 1.87731 1.10985 -1.65490
N 1.07359 -1.93870 -0.70510
H 0.30142 1.23053 -0.11109
C -0.09018 -0.07812 1.55054
H -2.16919 -0.78839 -0.53915
H 0.85075 -2.04663 -1.66132
H -3.18683 0.59723 -1.90103
H -1.69476 0.94907 -2.75357
C -1.50354 0.55186 1.89924
H -1.95847 0.13395 2.87939
H 1.87005 -2.55109 -0.38571
H 2.13600 0.28012 1.93900
N 1.17373 -0.48861 -0.63217
H 0.24444 -2.11349 -0.21655
N -2.08246 0.80448 -1.81412
N -1.50447 -0.34961 -1.18506
H 1.76437 -0.33242 -2.77319

[6]
26
Properties=species:S:1:pos:R:3 method="wB97M-V/def2-TZVPD" largest_force_ha_per_bohr=0.0441 multiplicity=1 gap_ev=12.26 total_charge=+1 homo_ha=-0.5608
C -0.95358 1.54533 -0.29355
N -0.58129 -0.70966 0.54945
H -4.18752 -0.37911 1.31037
O -3.24367 -0.27109 1.49974
H -0.32910 -0.17092 -1.37573
C 2.05200 1.06824 -1.41802
H 2.33256 2.07757 0.86442
H 0.73718 -3.77645 -1.25616
H 1.79849 -0.60812 -0.07816
H 1.39963 1.87461 -1.77476
H -0.30410 -2.70612 -1.51817
H -1.64806 1.65826 -1.11673
H -0.07225 -1.59776 0.47711
H -3.07957 -0.16715 2.44188
H 0.81952 1.59001 1.62020
H -0.39613 -0.37566 1.50468
C -0.06280 0.32695 -0.44130
H 2.31156 0.64671 1.79517
H 2.28325 0.34793 -2.18246
O 0.53034 -2.85615 -1.05625
C 1.69583 1.22676 1.10630
H -0.39309 2.48552 -0.34399
H -1.59155 -0.93141 0.65136
H -1.49072 1.62545 0.63512
C 1.42045 0.41069 -0.18354
H 2.98234 1.52807 -1.10596

[7]
31
Properties=species:S:1:pos:R:3 method="wB97M-V/def2-TZVPD" largest_force_ha_per_bohr=0.0411 multiplicity=1 gap_ev=7.55 total_charge=-2 homo_ha=-0.0833
H -0.88754 3.70118 3.29421
H -1.42943 1.76789 -0.53539
O -3.06965 2.38979 1.41340
C -2.08437 1.62106 1.35947
H -2.68603 0.51985 -0.45352
H 0.01528 -0.78751 -2.74419
O -1.32163 1.39699 2.35352
O -1.67811 4.24546 3.23088
H -1.54546 0.38400 3.44664
H 0.24428 0.34814 -0.28014
C -1.78808 0.90107 0.03045
H -1.47349 -2.14401 -0.42962
C -0.65381 -0.13368 0.11268
O 4.11833 -2.12898 -3.47255
H -2.05968 0.43231 4.84277
H -1.63862 -0.36320 -2.37785
C -0.89106 -1.15533 -2.25399
H 3.73848 -0.10751 -1.01046
C -0.75208 -1.38773 -0.75883
H -0.42614 -0.40404 1.13772
O 3.82518 0.86220 -0.67044
H 3.24939 -2.07759 -3.04702
O 3.42594 -1.70616 -1.00863
O -1.72857 -0.23708 4.23250
H -0.79638 -3.03382 -2.56118
O -1.29534 -2.34772 -2.94060
H 4.51412 -1.83168 -2.62006
H 3.05649 1.00438 -0.12196
H 4.08365 -1.51395 -0.33641
H 0.21170 -1.88399 -0.56761
H -2.27736 3.66967 2.73621

[8]
28
Properties=species:S:1:pos:R:3 method="wB97M-V/def2-TZVPD" largest_force_ha_per_bohr=0.0510 multiplicity=4 gap_ev="3.33 / 7.03" total_charge=-1 homo_ha="0.0105 / -0.1284"
C 0.51868 2.64012 0.09948
N -1.95086 -0.11576 -1.67591
H 1.83319 1.31332 -1.89245
N -2.23125 -2.70361 -0.41682
H 1.11797 1.25181 2.33801
C 1.79970 1.11243 1.49250
H 2.98941 2.01755 -0.71849
H -3.22423 -2.51866 -0.22025
H -2.90127 -0.42306 -1.90904
C 2.27830 1.21037 -0.89932
H 0.53279 -2.72674 0.66407
C -0.20094 -2.09301 1.18269
H 2.38374 0.19650 1.61733
H 2.52667 1.93295 1.57896
H 0.39178 -1.41003 1.81039
H -1.36563 -0.18173 -2.52078
H 1.29582 3.39539 0.25037
C 1.15608 1.25855 0.12111
H 2.78192 0.24419 -0.81915
H 0.04611 2.81587 -0.87340
H -1.89801 -0.80721 1.08350
H -0.77641 -2.76540 1.81031
H -0.21887 2.74442 0.90544
Co -1.03906 -1.03090 -0.13345
H -1.95528 -3.43552 0.24119
O 0.23679 0.31429 -0.35586
H -1.97028 0.87369 -1.40927
H -2.15687 -3.10981 -1.35117

[9]
29
Properties=species:S:1:pos:R:3 method="wB97M-V/def2-TZVPD" largest_force_ha_per_bohr=0.0629 multiplicity=2 gap_ev="11.32 / 5.26" total_charge=+1 homo_ha="-0.5372 / -0.5367"
H -2.69663 -1.85829 0.88590
H -0.87115 2.69005 -0.19751
C -0.37112 0.50898 0.00145
C -0.42562 1.90200 -0.81447
H -0.14684 0.92360 2.08982
O 2.37430 3.88530 0.77106
H -1.06091 -1.68049 1.12713
N 0.36747 0.62296 1.25613
H -2.29386 0.25184 -0.77466
H 0.21450 -0.12899 -0.66340
H 2.79097 -1.15283 -0.95758
H -2.33162 -1.98707 -1.63384
H 1.15682 1.25479 1.18923
C -1.83868 -1.48423 0.35179
H 1.82604 -2.30774 -0.76957
C -1.56425 -2.26252 -0.93085
O 0.96852 2.23501 -0.96325
H -1.62921 -3.33910 -0.76044
H -0.70726 -1.98016 -1.51834
C -1.76960 0.01607 0.16120
H 1.01383 -2.62596 1.99124
H 1.15287 -1.16234 1.35581
H -0.97217 1.87184 -1.74849
O 2.21758 -1.74944 -1.45138
H -2.34261 0.59353 0.92565
H 2.02488 4.31804 -0.01693
O 1.57115 -1.85050 1.88143
H 1.34694 1.48683 -1.44697
H 1.99566 3.00883 0.65987